22
Properties=species:S:1:pos:R:3:forces:R:3:lowdin_charge:R:1 method="wB97M-V/def2-TZVPD" e_above_lowest_kj_mol=741.2 spin_multiplicity=1 total_charge=+1 fmax_ev_per_a=2.377 total_energy_ha=-419.93093 homo_ev=-13.97
C 1.98215 -1.19184 -0.27477 -0.7 0.9 -0.2 -0.23
N 0.62233 -1.68841 -0.29130 1.6 0.2 -0.9 0.11
C 2.35083 -0.35799 0.96311 -0.1 -0.5 -2.3 -0.23
N 3.13053 0.78681 0.54801 -0.6 -1.4 1.1 0.16
H 2.69664 -1.99618 -0.37305 0.3 -0.3 -0.2 0.13
H 2.19573 -0.57687 -1.23906 -0.2 0.1 0.4 0.16
H 0.59849 -2.42131 -1.00092 -0.4 -0.1 0.5 0.11
H -0.07275 -1.00101 -0.57027 -0.3 -0.1 0.4 0.05
H 1.36355 -0.07489 1.33754 0.2 0.0 1.4 0.10
H 2.96735 -1.02921 1.54802 -0.1 0.3 0.9 0.15
H 1.40539 1.50209 -0.67086 0.9 -0.4 0.3 0.31
H 2.65442 1.36913 -0.14526 0.0 0.6 -1.5 0.00
H 3.55600 1.28509 1.32169 -0.1 0.4 0.1 0.13
H -2.82795 0.19522 -0.75853 -0.3 -0.1 -0.2 0.02
H -1.55786 0.42133 0.03977 -0.2 0.2 0.5 -0.01
O -1.98230 -0.21518 -0.53378 0.4 0.0 -0.2 -0.05
H -5.07611 0.60181 -2.28262 0.1 0.1 -0.1 0.05
H -5.54895 0.15804 -0.92392 0.0 0.0 0.2 0.05
O -4.84853 0.66176 -1.34935 0.1 -0.1 -0.1 -0.04
H 0.27531 1.54805 0.38032 -0.7 -0.2 0.1 -0.01
H 0.28216 2.08122 1.73946 -0.5 -0.3 0.5 0.09
O -0.08947 1.31380 1.26397 0.8 0.9 -0.5 -0.05

=====

22
Properties=species:S:1:pos:R:3:forces:R:3:lowdin_charge:R:1 method="wB97M-V/def2-TZVPD" e_above_lowest_kj_mol=77.3 spin_multiplicity=1 smiles=CCN.O.O.O.O total_charge=0 fmax_ev_per_a=1.791 total_energy_ha=-440.89451 homo_ev=-9.06
C -0.62515 0.56256 -1.99344 0.1 -0.7 0.8 -0.09
C 0.03777 1.51596 -0.98983 -0.6 -0.5 0.6 -0.31
N 0.14582 0.89541 0.32838 1.1 -0.1 1.2 -0.03
H -1.68844 0.76224 -2.12574 0.2 0.5 -0.7 0.07
H 0.00342 0.48955 -2.87633 -0.6 0.3 -0.5 0.07
H -0.65782 -0.46530 -1.60715 0.4 0.2 0.2 0.06
H 1.05338 1.72922 -1.32549 0.0 0.2 0.0 0.10
H -0.52207 2.45018 -0.90339 0.1 0.2 -0.4 0.10
H 0.49682 1.51445 1.06296 0.0 0.0 -0.6 0.04
H -0.66304 0.45852 0.74500 -0.6 0.0 -0.7 0.06
O 2.04184 2.34092 2.15244 -1.6 -0.7 -0.2 -0.03
H 2.22113 2.96323 2.83583 0.7 0.6 0.5 0.03
H 2.78995 2.14990 1.61357 1.0 0.1 -0.2 0.03
O -0.89718 -3.11150 0.10444 -0.8 0.2 -1.3 -0.06
H 0.02674 -3.02018 -0.17454 -0.2 0.2 0.8 0.02
H -0.98359 -3.49971 0.96142 0.6 -0.5 0.7 0.03
O -2.79222 -0.97184 0.75241 0.4 -0.3 -0.2 -0.07
H -2.23386 -1.76437 0.83146 0.0 0.2 0.1 0.00
H -2.71631 -0.85360 -0.19995 -0.2 0.3 -0.1 0.02
O 1.36188 -1.65797 0.26622 1.0 -0.1 0.0 -0.09
H 2.30224 -1.79110 0.09840 -0.1 -0.2 0.0 0.04
H 1.29868 -0.69657 0.44332 -0.8 0.1 -0.2 0.01

=====

23
Properties=species:S:1:pos:R:3:forces:R:3:lowdin_charge:R:1 method="wB97M-V/def2-TZVPD" e_above_lowest_kj_mol=72.4 spin_multiplicity=1 smiles=NCCO.O.O.O.O total_charge=0 fmax_ev_per_a=0.898 total_energy_ha=-516.13249 homo_ev=-9.37
N -0.00428 0.42070 -0.46466 -0.2 -0.1 -0.3 0.00
C 0.21523 -1.01872 -0.34207 0.6 0.2 0.0 -0.25
C 1.33370 -1.37219 0.63833 -0.4 -0.7 0.4 -0.26
O 1.10119 -2.71038 1.11399 0.2 0.3 0.1 -0.08
H -0.28281 0.80212 0.43291 0.1 -0.1 0.1 0.04
H 0.85663 0.89313 -0.73132 -0.2 0.0 -0.1 0.04
H 0.53119 -1.45265 -1.29366 -0.4 0.2 -0.2 0.11
H -0.73002 -1.48971 -0.07381 0.1 -0.2 0.3 0.11
H 1.33282 -0.67219 1.47836 0.0 0.1 0.0 0.10
H 2.30834 -1.35521 0.14511 0.0 0.3 -0.1 0.11
H 1.84509 -2.93883 1.68212 -0.1 -0.1 -0.1 0.08
O -2.24540 1.21177 -2.41337 -0.2 -0.5 0.0 -0.08
H -2.12777 0.56675 -3.12382 0.0 0.2 0.1 0.05
H -1.77692 0.81535 -1.65430 0.7 0.4 -0.3 -0.01
O 2.75817 1.69064 -1.10101 0.3 0.0 0.2 -0.05
H 3.48240 1.57414 -1.72594 -0.1 0.0 0.0 0.05
H 3.18954 1.87148 -0.25511 -0.1 0.0 -0.2 0.05
O -0.51682 0.96515 2.54834 -0.2 0.0 0.4 -0.05
H -1.02947 1.66014 2.97884 0.1 0.1 -0.2 0.05
H -0.63102 0.22262 3.15495 0.1 -0.1 -0.2 0.05
O -3.52907 -0.00365 -0.16480 -0.3 -0.2 0.0 -0.07
H -3.40796 0.25660 -1.09476 0.0 0.1 0.4 0.01
H -2.67274 0.06293 0.26568 0.1 0.1 -0.2 0.00

=====

23
Properties=species:S:1:pos:R:3:forces:R:3:lowdin_charge:R:1 method="wB97M-V/def2-TZVPD" e_above_lowest_kj_mol=118.4 spin_multiplicity=1 smiles="C=CN.O.O.O.O.O" total_charge=0 fmax_ev_per_a=2.487 total_energy_ha=-516.11496 homo_ev=-8.27
C 2.06183 1.77770 0.27693 2.3 -0.9 0.1 -0.07
C 1.11648 1.58910 -0.64663 0.0 0.6 1.3 -0.31
N 1.13377 0.72285 -1.68694 -0.7 0.1 -0.5 0.08
H 2.95543 1.14479 0.29398 -0.2 -0.1 -0.6 0.05
H 2.25608 2.48694 1.07192 -1.1 0.6 -0.2 0.04
H 0.19511 2.13638 -0.47920 -0.2 0.0 -0.7 0.11
H 1.94392 0.20206 -1.95696 0.2 0.0 0.3 0.09
H 0.24084 0.35365 -1.97150 0.0 -0.2 -0.2 0.06
O -0.29318 1.40006 1.95836 0.1 0.4 0.3 -0.07
H 0.17124 0.56654 2.07662 -0.1 -0.2 -0.1 0.04
H 0.44620 1.99588 1.73409 -0.5 -0.3 0.1 0.01
O -2.83170 1.36184 0.41711 0.7 0.7 -0.9 -0.05
H -1.94522 1.40067 0.80003 0.3 0.2 0.2 -0.01
H -3.24349 0.69672 0.93197 -0.8 -1.0 0.7 0.02
O 0.92006 -2.65841 -0.91810 0.1 0.3 0.6 -0.05
H 1.43723 -2.45033 -1.69875 -0.3 -0.3 -0.2 0.04
H 0.24743 -3.31317 -1.12123 0.2 0.0 -0.3 0.04
O -1.72095 -0.82183 -1.83430 0.4 -0.1 -1.1 -0.06
H -1.44945 -1.44645 -1.15619 -0.2 0.5 0.5 0.01
H -2.18204 -0.05110 -1.49134 -0.1 -0.2 0.8 0.02
O -0.71383 -2.45552 1.49228 0.0 0.2 0.2 -0.06
H -0.99222 -2.26560 2.39449 -0.1 -0.1 0.0 0.04
H 0.24647 -2.37276 1.51337 0.0 -0.1 -0.3 0.03

=====

23
Properties=species:S:1:pos:R:3:forces:R:3:lowdin_charge:R:1 method="wB97M-V/def2-TZVPD" e_above_lowest_kj_mol=117.8 spin_multiplicity=1 smiles=NCCO.O.O.O.O total_charge=0 fmax_ev_per_a=2.098 total_energy_ha=-516.11522 homo_ev=-9.29
N 1.70288 -1.63451 -0.81616 0.9 1.3 1.4 0.02
C 1.57498 -1.83831 0.62329 -0.5 0.8 0.0 -0.27
C 0.48383 -2.80665 1.03040 -0.4 0.0 0.4 -0.28
O 0.42692 -2.97947 2.43965 0.2 -0.3 0.0 -0.07
H 1.54392 -2.45934 -1.30403 -0.2 -1.8 -1.1 0.03
H 1.01567 -0.97143 -1.10772 -0.5 0.3 -0.4 0.02
H 1.34755 -0.85458 1.04447 0.0 0.1 0.1 0.11
H 2.50173 -2.13252 1.11981 0.1 -0.3 -0.3 0.11
H 0.70464 -3.75849 0.59625 0.4 -0.9 0.0 0.11
H -0.53024 -2.61662 0.65922 0.2 0.7 -0.2 0.12
H 0.28508 -2.12267 2.85025 0.0 0.1 0.0 0.08
O -0.94019 -0.79267 -2.44717 0.7 1.1 -0.1 -0.05
H -0.71954 -1.50292 -3.04599 -0.5 -0.4 0.1 0.04
H -1.65787 -0.97875 -1.84390 -0.2 -0.5 0.0 0.03
O 1.41817 3.42969 0.22643 0.1 -0.1 -0.3 -0.06
H 2.35039 3.19057 0.21111 0.1 0.0 0.3 0.04
H 1.21195 3.46302 -0.71379 -0.2 0.1 0.0 0.03
O -3.49482 4.74902 -0.01394 -0.5 0.0 -0.1 -0.05
H -3.15478 5.12877 0.79837 0.2 0.0 0.0 0.03
H -2.75085 4.43636 -0.53044 0.2 0.0 0.1 0.02
O -1.45055 0.81680 0.02120 0.2 0.1 0.0 -0.06
H -0.88854 1.23825 -0.63912 -0.1 -0.1 -0.1 0.03
H -0.98033 0.99646 0.84181 -0.1 0.0 0.1 0.04

=====

23
Properties=species:S:1:pos:R:3:forces:R:3:lowdin_charge:R:1 method="wB97M-V/def2-TZVPD" e_above_lowest_kj_mol=177.6 spin_multiplicity=1 smiles="C=NC.O.O.O.O.O" total_charge=0 fmax_ev_per_a=2.228 total_energy_ha=-516.09242 homo_ev=-9.43
C 0.14241 4.58991 4.71748 -0.2 0.4 0.6 -0.08
N 0.02385 3.85282 5.72429 0.9 -0.4 0.4 -0.11
C -0.94907 2.81426 5.85917 -2.0 0.9 -0.5 -0.17
H 0.97668 5.29251 4.75141 -0.2 0.1 -0.4 0.06
H -0.59479 4.65054 3.91700 0.1 -0.2 -0.4 0.07
H -0.47312 1.90349 6.19113 -0.1 -0.2 0.0 0.07
H -1.63698 2.68441 4.99495 0.9 -0.4 -0.3 0.07
H -1.73042 3.12004 6.57056 0.7 -0.1 0.6 0.08
O 1.31419 1.19952 -1.86058 0.4 0.0 -0.9 -0.09
H 0.45265 0.81204 -2.12286 0.4 0.3 0.6 -0.02
H 1.36923 1.44131 -0.94311 -0.5 -0.1 0.4 0.01
O -0.70020 -0.30406 -2.84205 0.3 -0.9 -0.5 -0.06
H -0.20785 -0.65038 -3.60362 -0.3 0.5 -0.3 0.06
H -0.44242 -0.98582 -2.20237 -0.3 0.3 0.6 0.01
O -0.15481 -1.43740 -0.32153 0.5 1.1 -0.3 -0.03
H 0.09368 -2.34738 -0.41347 -0.3 -0.7 0.3 0.04
H -1.06826 -1.31279 -0.06528 -0.2 -0.6 0.1 0.06
O 0.78750 -2.69371 -5.84850 0.1 -0.8 0.5 -0.06
H 0.92911 -3.53212 -5.37720 0.1 0.4 0.5 0.01
H 0.48277 -3.08294 -6.66378 -0.3 0.4 -0.8 0.03
O 0.61059 -5.27384 -3.85383 -0.2 0.0 0.5 -0.06
H 0.05548 -6.00872 -3.55065 0.2 0.2 -0.3 0.05
H 0.71976 -4.73169 -3.05715 0.0 -0.2 -0.3 0.04